1:
The following is a quantum chemistry calculation of a structure of composition C36H36F6N6O6S2Ti, from the Open Molecules 2025 dataset.

## Properties
LUMO: -0.028 Ha
HOMO-LUMO gap: 0.24829 Eh

```
93
C36H36F6N6O6S2Ti ωB97M-V with the def2-TZVPD basis set
Ti -0.218 -0.227 -0.008
C 1.069 4.331 -0.272
C 1.683 3.481 -1.378
C 0.932 2.177 -1.697
N 1.193 1.087 -0.768
C 2.429 0.653 -0.627
C 3.523 1.005 -1.448
C 4.876 0.880 -1.219
C 5.528 0.486 -0.060
C 4.964 -0.178 1.019
C 3.692 -0.705 1.116
C 2.561 -0.487 0.302
N 1.486 -1.258 0.289
C 1.621 -2.659 0.664
C 0.839 -3.067 1.920
C -0.607 -2.558 1.830
N -0.565 -1.114 1.813
C -0.392 -0.452 2.949
C -0.638 -1.016 4.223
C -0.459 -0.535 5.502
C 0.075 0.674 5.923
C 0.446 1.725 5.105
C 0.340 1.859 3.733
C -0.055 0.957 2.726
N -0.147 1.314 1.446
C -0.310 2.735 1.171
C 0.974 3.593 1.062
H 0.077 4.677 -0.568
H 1.691 5.221 -0.152
H 2.708 3.240 -1.092
H 1.721 4.076 -2.291
H 1.213 1.873 -2.715
H -0.148 2.354 -1.711
H 3.248 1.412 -2.414
H 5.519 1.195 -2.033
H 6.596 0.658 -0.019
H 5.637 -0.413 1.835
H 3.510 -1.346 1.973
H 2.680 -2.922 0.797
H 1.240 -3.245 -0.182
H 1.313 -2.645 2.814
H 0.849 -4.156 1.994
H -1.211 -2.960 2.653
H -1.051 -2.898 0.898
H -1.078 -2.001 4.199
H -0.749 -1.216 6.294
H 0.207 0.804 6.989
H 0.867 2.583 5.616
H 0.701 2.808 3.365
H -0.953 3.156 1.958
H -0.871 2.811 0.235
H 1.857 2.961 1.185
H 0.977 4.337 1.862
C -0.106 -0.373 -5.365
C -1.264 -0.009 -4.704
C -1.255 0.050 -3.318
N -0.187 -0.245 -2.583
C 0.912 -0.635 -3.225
C 1.011 -0.685 -4.605
H -0.067 -0.426 -6.443
H -2.169 0.232 -5.240
H -2.133 0.386 -2.782
H 1.759 -0.905 -2.606
H 1.932 -0.998 -5.068
F -3.108 -4.284 -0.092
C -2.125 -4.404 -0.999
F -2.513 -5.316 -1.882
F -1.077 -4.872 -0.325
S -1.888 -2.681 -1.782
O -0.767 -2.154 -1.017
O -3.135 -2.038 -1.556
N -1.614 -2.916 -3.299
S -0.382 -3.848 -3.663
O 0.633 -3.220 -4.443
O 0.040 -4.619 -2.536
C -1.176 -5.007 -4.922
F -0.233 -5.450 -5.757
F -1.781 -6.068 -4.401
F -2.071 -4.331 -5.642
O -3.205 1.585 -1.536
C -2.817 1.178 -0.455
O -1.892 0.286 -0.303
C -3.317 1.813 0.812
C -3.165 1.200 2.052
C -3.473 1.897 3.208
C -3.952 3.196 3.131
C -4.150 3.792 1.896
C -3.833 3.103 0.740
H -2.805 0.180 2.099
H -3.328 1.429 4.171
H -4.187 3.744 4.033
H -4.541 4.796 1.831
H -3.958 3.556 -0.231
```

Löwdin population analysis, charges in e, atoms 1 to 8: number 1, Ti, carries 1.17; number 2, C, carries -0.20; number 3, C, carries -0.17; number 4, C, carries -0.19; number 5, N, carries -0.06; number 6, C, carries -0.24; number 7, C, carries -0.02; number 8, C, carries -0.07



2:
The following is a quantum chemistry calculation of a structure of composition C36H36F6N6O6S2Ti, from the Open Molecules 2025 dataset.

## Properties
LUMO: -0.031 Ha
HOMO-LUMO gap: 0.25796 Eh

```
93
C36H36F6N6O6S2Ti ωB97M-V with the def2-TZVPD basis set
Ti -0.059 -0.258 0.498
C 0.366 -2.585 -1.417
C -0.393 -3.411 -0.381
C -1.797 -2.875 -0.117
N -1.714 -1.607 0.606
C -2.487 -1.355 1.625
C -3.706 -2.068 1.864
C -4.429 -2.222 3.009
C -4.178 -1.711 4.295
C -3.235 -0.775 4.615
C -2.349 -0.072 3.782
C -2.071 -0.202 2.432
N -1.249 0.658 1.767
C -0.980 1.961 2.376
C -0.895 3.058 1.325
C 0.104 2.732 0.204
N 0.857 1.511 0.446
C 2.120 1.521 0.900
C 2.732 2.681 1.373
C 3.981 2.895 1.944
C 4.989 2.001 2.231
C 4.964 0.635 1.972
C 4.013 -0.137 1.346
C 2.753 0.197 0.792
N 1.984 -0.683 0.168
C 2.476 -2.034 -0.078
C 1.881 -2.654 -1.339
H 0.080 -1.523 -1.397
H 0.033 -2.870 -2.419
H 0.149 -3.442 0.566
H -0.472 -4.442 -0.735
H -2.351 -3.606 0.475
H -2.329 -2.750 -1.061
H -4.097 -2.567 0.986
H -5.307 -2.851 2.919
H -4.814 -2.073 5.093
H -3.181 -0.490 5.659
H -1.757 0.670 4.298
H -0.063 1.907 2.969
H -1.800 2.222 3.047
H -0.620 3.987 1.829
H -1.885 3.211 0.891
H 0.778 3.566 0.013
H -0.428 2.582 -0.731
H 2.114 3.568 1.340
H 4.168 3.923 2.232
H 5.871 2.391 2.721
H 5.833 0.083 2.315
H 4.264 -1.186 1.304
H 2.280 -2.658 0.801
H 3.557 -2.013 -0.231
H 2.216 -3.695 -1.388
H 2.298 -2.146 -2.210
C 3.968 -0.529 -4.573
C 2.594 -0.533 -4.753
C 1.792 0.046 -3.778
N 2.278 0.606 -2.671
C 3.599 0.610 -2.513
C 4.484 0.058 -3.428
H 4.624 -0.968 -5.313
H 2.143 -0.970 -5.634
H 0.714 0.071 -3.892
H 3.972 1.072 -1.604
H 5.550 0.091 -3.244
F -3.870 0.035 -3.643
C -3.152 -0.492 -2.665
F -2.221 -1.290 -3.175
F -3.962 -1.232 -1.901
S -2.408 0.854 -1.593
O -1.058 0.327 -1.304
O -3.278 0.966 -0.471
N -2.392 2.153 -2.422
S -1.837 2.333 -3.905
O -2.768 3.054 -4.705
O -1.219 1.144 -4.414
C -0.459 3.528 -3.605
F 0.035 3.911 -4.780
F 0.512 2.964 -2.895
F -0.897 4.602 -2.950
O 1.256 -0.001 3.462
C 1.027 -1.151 3.117
O 0.421 -1.482 2.018
C 1.474 -2.322 3.948
C 2.386 -2.114 4.977
C 2.819 -3.183 5.746
C 2.330 -4.460 5.498
C 1.412 -4.668 4.479
C 0.988 -3.600 3.701
H 2.742 -1.108 5.157
H 3.536 -3.023 6.540
H 2.663 -5.294 6.104
H 1.025 -5.661 4.293
H 0.273 -3.748 2.902
```

Löwdin population analysis, charges in e, atoms 1 to 8: number 1, Ti, carries 1.20; number 2, C, carries -0.20; number 3, C, carries -0.16; number 4, C, carries -0.18; number 5, N, carries -0.03; number 6, C, carries -0.21; number 7, C, carries 0.01; number 8, C, carries -0.06



Which one sits at the top of the stability order? 2 does.



1:
The following is a quantum chemistry calculation of a cluster of 2 separate species, C2H6O3S in total, from the Open Molecules 2025 dataset.

## Properties
LUMO: 0.021 Ha
SMILES: OCSO.C=O
HOMO-LUMO gap: 0.34483 Eh

```
12
C2H6O3S ωB97M-V with the def2-TZVPD basis set
O -3.271 -0.554 -0.008
C -2.033 -0.999 -0.403
S -0.958 0.242 -1.135
O -0.696 1.120 0.251
H -3.204 0.297 0.377
H -2.113 -1.709 -1.082
H -1.396 -1.498 0.541
H -0.295 0.631 0.969
C 2.908 0.874 0.143
O 1.975 0.509 0.799
H 3.475 1.820 0.312
H 3.127 0.324 -0.814
```

Löwdin population analysis, charges in e, atoms 1 to 8: number 1, O, carries -0.07; number 2, C, carries -0.57; number 3, S, carries 0.88; number 4, O, carries -0.49; number 5, H, carries 0.06; number 6, H, carries 0.01; number 7, H, carries 0.15; number 8, H, carries 0.02



2:
The following is a quantum chemistry calculation of the molecule C2H6O3S, from the Open Molecules 2025 dataset.

## Properties
LUMO: 0.024 Ha
SMILES: OC(O)[C@@H](O)S
HOMO-LUMO gap: 0.37718 Eh

```
12
C2H6O3S ωB97M-V with the def2-TZVPD basis set
O 1.633 0.812 0.456
C 0.726 0.213 -0.399
O 1.278 -0.907 -1.148
C -0.615 -0.321 0.235
O -0.725 0.052 1.554
S -2.079 0.339 -0.724
H 1.580 0.459 1.370
H 0.424 0.875 -1.132
H 1.879 -0.435 -1.876
H -0.424 -1.460 0.138
H -0.799 0.940 1.783
H -2.877 -0.567 -0.255
```

Löwdin population analysis, charges in e, atoms 1 to 8: number 1, O, carries 0.03; number 2, C, carries -0.49; number 3, O, carries -0.06; number 4, C, carries -0.62; number 5, O, carries -0.06; number 6, S, carries 0.79; number 7, H, carries 0.12; number 8, H, carries 0.09



Which one sits at the top of the stability order? 2 does.



1:
The following is a quantum chemistry calculation of the molecule C3H6N2, from the Open Molecules 2025 dataset.

## Properties
LUMO: 0.043 Ha
SMILES: C=C/C=N\N
HOMO-LUMO gap: 0.36478 Eh

```
11
C3H6N2 ωB97M-V with the def2-TZVPD basis set
C -0.780 -0.012 -1.435
C -0.501 -0.869 -0.442
C 0.941 -0.797 0.241
N 1.238 0.173 0.969
N 0.364 1.175 1.206
H -1.623 -0.011 -2.172
H -0.119 0.873 -1.685
H -1.182 -1.658 0.010
H 1.715 -1.606 0.064
H 0.593 1.847 1.962
H -0.645 0.885 1.281
```

Löwdin population analysis, charges in e, atoms 1 to 8: number 1, C, carries -0.04; number 2, C, carries -0.17; number 3, C, carries -0.20; number 4, N, carries -0.10; number 5, N, carries -0.03; number 6, H, carries 0.06; number 7, H, carries 0.08; number 8, H, carries 0.10



2:
The following is a quantum chemistry calculation of the molecule C3H6N2, from the Open Molecules 2025 dataset.

## Properties
LUMO: 0.001 Ha
SMILES: C=C/C=N\N
HOMO-LUMO gap: 0.31553 Eh

```
11
C3H6N2 ωB97M-V with the def2-TZVPD basis set
C 0.684 -0.010 -1.290
C -0.419 0.751 -0.771
C -1.126 0.450 0.234
N -0.766 -0.178 1.345
N 0.311 -1.061 1.247
H 1.194 0.152 -2.245
H 1.143 -0.902 -0.675
H -0.973 1.703 -1.322
H -1.927 1.038 0.292
H 0.654 -1.240 2.291
H 1.225 -0.702 0.895
```

Löwdin population analysis, charges in e, atoms 1 to 8: number 1, C, carries 0.05; number 2, C, carries -0.20; number 3, C, carries -0.30; number 4, N, carries -0.01; number 5, N, carries -0.05; number 6, H, carries 0.04; number 7, H, carries 0.06; number 8, H, carries 0.16



3:
The following is a quantum chemistry calculation of the molecule C3H6N2, from the Open Molecules 2025 dataset.

## Properties
LUMO: 0.024 Ha
SMILES: C=C/C=N\N
HOMO-LUMO gap: 0.34225 Eh

```
11
C3H6N2 ωB97M-V with the def2-TZVPD basis set
C 1.334 -0.621 -0.290
C 0.851 0.683 0.038
C -0.501 1.169 -0.231
N -1.600 0.455 -0.107
N -1.406 -0.811 -0.079
H 2.215 -1.057 0.343
H 0.705 -1.047 -1.088
H 1.376 1.330 1.011
H -0.390 2.263 -0.503
H -2.101 -1.288 0.486
H -0.484 -1.078 0.420
```

Löwdin population analysis, charges in e, atoms 1 to 8: number 1, C, carries -0.03; number 2, C, carries -0.20; number 3, C, carries -0.23; number 4, N, carries -0.06; number 5, N, carries -0.06; number 6, H, carries 0.09; number 7, H, carries 0.06; number 8, H, carries 0.16



Which one sits at the top of the stability order? 1 does.



1:
The following is a quantum chemistry calculation of a cluster of 2 separate species, C3H6N2 in total, from the Open Molecules 2025 dataset.

## Properties
LUMO: 0.033 Ha
SMILES: [H]/N=N/C.C#C
HOMO-LUMO gap: 0.37738 Eh

```
11
C3H6N2 ωB97M-V with the def2-TZVPD basis set
H 1.398 2.187 -0.748
N 1.167 1.191 -0.626
N 1.507 0.824 0.513
C 1.240 -0.548 0.811
H 0.743 -1.085 -0.005
H 2.191 -1.017 1.066
H 0.619 -0.565 1.711
C -1.759 0.041 -0.930
C -2.679 -0.531 -0.435
H -0.934 0.563 -1.327
H -3.492 -1.059 -0.030
```

Löwdin population analysis, charges in e, atoms 1 to 8: number 1, H, carries 0.06; number 2, N, carries 0.03; number 3, N, carries -0.13; number 4, C, carries -0.15; number 5, H, carries 0.06; number 6, H, carries 0.08; number 7, H, carries 0.08; number 8, C, carries -0.02



2:
The following is a quantum chemistry calculation of a structure of composition C3H6N2, from the Open Molecules 2025 dataset.

## Properties
LUMO: 0.009 Ha
HOMO-LUMO gap: 0.30266 Eh

```
11
C3H6N2 ωB97M-V with the def2-TZVPD basis set
C -1.841 -0.272 -0.185
N -0.867 -0.055 0.595
N 1.504 -1.178 0.240
C 1.014 -0.032 0.040
C 1.314 1.245 -0.180
H -0.717 -0.683 1.390
H 1.249 -1.926 -0.392
H -2.532 -1.103 -0.072
H -2.021 0.421 -0.997
H 0.558 2.007 -0.268
H 2.338 1.575 -0.170
```

Löwdin population analysis, charges in e, atoms 1 to 8: number 1, C, carries -0.04; number 2, N, carries 0.02; number 3, N, carries 0.08; number 4, C, carries -0.41; number 5, C, carries -0.02; number 6, H, carries 0.10; number 7, H, carries 0.05; number 8, H, carries 0.07



3:
The following is a quantum chemistry calculation of the molecule C3H6N2, from the Open Molecules 2025 dataset.

## Properties
LUMO: 0.036 Ha
SMILES: [H]/N=C/N1CC1
HOMO-LUMO gap: 0.38754 Eh

```
11
C3H6N2 ωB97M-V with the def2-TZVPD basis set
H -0.523 1.591 2.279
N 0.214 1.272 1.487
C -0.202 0.698 0.554
N 0.611 -0.114 -0.269
C -0.160 -1.333 -0.296
C -0.134 -0.347 -1.408
H -1.275 0.525 0.368
H 0.705 -1.932 -0.732
H -1.026 -1.569 0.390
H -1.018 0.082 -1.577
H 0.335 -0.919 -2.347
```

Löwdin population analysis, charges in e, atoms 1 to 8: number 1, H, carries 0.14; number 2, N, carries 0.12; number 3, C, carries -0.42; number 4, N, carries -0.08; number 5, C, carries -0.14; number 6, C, carries -0.22; number 7, H, carries 0.12; number 8, H, carries 0.13



4:
The following is a quantum chemistry calculation of a cluster of 2 separate species, C3H6N2 in total, from the Open Molecules 2025 dataset.

## Properties
LUMO (spin up / spin down): -0.031 / -0.012 Ha
HOMO-LUMO gap (spin up / spin down): 0.25634 / 0.38453 Eh

```
11
C3H6N2 ωB97M-V with the def2-TZVPD basis set
C -0.290 1.412 0.702
C -0.967 -0.607 -0.641
C -0.094 0.130 0.279
N -0.356 2.515 0.984
N 0.844 -0.694 1.001
H -1.196 0.099 -1.371
H -1.815 -0.976 0.079
H -0.556 -1.372 -1.150
H 1.571 1.115 -1.471
H 1.251 -1.508 0.407
H 1.608 -0.114 1.183
```

Löwdin population analysis, charges in e, atoms 1 to 8: number 1, C, carries -0.27; number 2, C, carries -0.07; number 3, C, carries -0.43; number 4, N, carries 0.16; number 5, N, carries 0.08; number 6, H, carries 0.06; number 7, H, carries 0.14; number 8, H, carries 0.03



Which one sits at the top of the stability order? 2 does.